Version A
{
  "formula": "C3H11N2S",
  "method": "ωB97M-V with the def2-TZVPD basis set",
  "multiplicity": 1,
  "homo_ev": -14.192,
  "total_charge": 1,
  "gap_ev": 10.5,
  "elements": ["C", "C", "C", "N", "N", "S", "H", "H", "H", "H", "H", "H", "H", "H", "H", "H", "H"],
  "coordinates": [[-0.2682, 0.3342, -2.6332], [-0.6252, 0.0060, 1.0014], [0.7634, -0.4546, 0.9128], [-1.6549, -0.7606, 0.6389], [1.7739, 0.3073, 0.4964], [0.1781, -0.3221, 2.9196], [0.4499, -0.0683, -3.3352], [-1.2516, 0.3049, -3.0809], [-0.0070, 1.3606, -2.4090], [-0.8085, 1.0740, 0.9826], [0.9064, -1.5258, 0.8109], [-1.5439, -1.7609, 0.5618], [-2.5922, -0.4334, 0.8160], [2.7152, -0.0547, 0.4999], [1.6799, 1.3094, 0.4335], [-0.2652, -0.2615, -1.7281], [0.5498, 0.9455, 3.1127]],
  "nbo_charge": [-0.84, 0.04, 0.04, -0.74, -0.74, 0.07, 0.23, 0.23, 0.21, 0.25, 0.25, 0.41, 0.43, 0.43, 0.41, 0.18, 0.15]
}

Version B
{
  "formula": "C3H11N2S",
  "method": "ωB97M-V with the def2-TZVPD basis set",
  "multiplicity": 1,
  "homo_ev": -12.658,
  "total_charge": 1,
  "gap_ev": 9.8,
  "elements": ["C", "C", "C", "N", "N", "S", "H", "H", "H", "H", "H", "H", "H", "H", "H", "H", "H"],
  "coordinates": [[3.8139, 0.1765, -0.0608], [-2.4500, 0.8957, 0.3771], [-1.6248, -0.3683, 0.3787], [-1.9100, -1.5102, -0.3445], [-1.2602, 0.8803, -0.4715], [1.9452, -0.0555, 0.0635], [4.2043, -0.1119, 0.8480], [3.7953, 1.2240, -0.4847], [4.2918, -0.4041, -0.7518], [-3.4625, 0.9472, -0.2099], [-2.5234, 1.5824, 1.2100], [-0.8308, -0.2977, 1.1070], [-1.2102, -2.0857, -0.6717], [-2.8400, -1.8640, -0.2685], [1.9982, -1.1892, 0.8844], [-1.4475, 0.7473, -1.4698], [-0.4894, 1.4332, -0.1354]],
  "nbo_charge": [-0.64, -0.24, 0.15, -0.83, -0.55, -0.19, 0.23, 0.23, 0.22, 0.26, 0.26, 0.21, 0.41, 0.42, 0.15, 0.45, 0.45]
}

Least stable: version B

Version A
{
  "formula": "C3H11N2S",
  "method": "ωB97M-V with the def2-TZVPD basis set",
  "multiplicity": 1,
  "homo_ev": -11.830,
  "total_charge": 1,
  "gap_ev": 8.1,
  "elements": ["C", "N", "C", "N", "H", "H", "H", "H", "H", "H", "H", "C", "S", "H", "H", "H", "H"],
  "coordinates": [[-0.4100, -2.8393, -0.2333], [1.0552, 0.2196, -1.6418], [0.2157, -0.7368, -1.3113], [0.4734, -1.6911, -0.4673], [0.1328, -3.7570, -0.4452], [-1.2678, -2.7602, -0.8855], [-0.7278, -2.8451, 0.8062], [1.9937, 0.2586, -1.2711], [0.6779, 1.0814, -2.0069], [-0.7592, -0.7241, -1.7794], [1.3420, -1.6457, 0.0540], [-0.6353, 2.4943, 1.0556], [0.5711, 3.1254, 2.2707], [-0.8570, 3.2866, 0.3495], [-0.1904, 1.6232, 0.5887], [-1.5702, 2.2196, 1.5419], [-0.0440, 2.6904, 3.3753]],
  "nbo_charge": [-0.41, -0.71, 0.40, -0.49, 0.24, 0.23, 0.24, 0.42, 0.44, 0.23, 0.42, -0.73, -0.04, 0.23, 0.17, 0.24, 0.13]
}

Version B
{
  "formula": "C3H11N2S",
  "method": "ωB97M-V with the def2-TZVPD basis set",
  "multiplicity": 1,
  "homo_ev": [-10.751, -10.751],
  "total_charge": 1,
  "gap_ev": [6.9, 6.9],
  "elements": ["C", "C", "C", "N", "N", "S", "H", "H", "H", "H", "H", "H", "H", "H", "H", "H", "H"],
  "coordinates": [[0.4534, 2.5584, 1.1258], [0.7554, 0.2040, 0.2025], [-0.4579, -2.1950, -0.9193], [-1.1924, -2.7788, 0.0570], [0.0043, 1.5050, 0.1277], [-1.0738, -1.4660, -2.3711], [-0.1123, 2.2875, 2.0979], [1.5677, 2.3130, 1.3333], [0.5123, 3.5591, 0.7798], [0.8385, -0.1047, 1.2166], [1.8099, 0.4299, -0.1500], [0.5404, -2.2365, -0.9343], [-2.2382, -2.6793, 0.0874], [-0.7947, -3.4580, 0.7434], [-1.0724, 1.3393, 0.2023], [0.1549, 2.0588, -0.7251], [0.3049, -1.3368, -2.8740]],
  "nbo_charge": [-0.45, -0.69, 0.07, -0.72, -0.54, 0.14, 0.23, 0.24, 0.23, 0.17, 0.17, 0.23, 0.43, 0.44, 0.42, 0.42, 0.20]
}

Least stable: version B

Version A
{
  "formula": "C3H12NO",
  "method": "ωB97M-V with the def2-TZVPD basis set",
  "multiplicity": 2,
  "homo_ev": [-20.414, -20.413],
  "s2": 0.754,
  "total_charge": 2,
  "gap_ev": [12.5, 5.8],
  "elements": ["C", "C", "N", "H", "H", "H", "H", "H", "H", "H", "H", "C", "O", "H", "H", "H", "H"],
  "coordinates": [[1.3007, 1.6267, 0.6030], [-0.0781, 1.5950, -0.0408], [2.0312, 0.2967, 0.3825], [1.9578, 2.4082, 0.1974], [1.1517, 1.7576, 1.6708], [-0.8329, 1.7109, 0.7251], [-0.4657, 0.8106, -0.7170], [2.7906, 0.0970, 1.0372], [1.2843, -0.3846, 0.3018], [2.4741, 0.2570, -0.5448], [-0.2245, 2.4449, -0.7030], [-2.3295, -1.7069, -0.4803], [-0.9190, -1.6331, -0.4301], [-0.5663, -2.5474, -0.5795], [-2.6711, -1.5364, -1.5193], [-2.7812, -0.8938, 0.1320], [-2.6360, -2.6100, 0.0508]],
  "lowdin_spin": [0.00, 0.00, 0.00, 0.00, 0.00, 0.00, 0.00, 0.00, 0.00, 0.00, 0.00, 0.16, 0.70, 0.00, 0.09, 0.03, 0.02]
}

Version B
{
  "formula": "C3H12NO",
  "method": "ωB97M-V with the def2-TZVPD basis set",
  "multiplicity": 2,
  "homo_ev": [-21.817, -21.814],
  "s2": 0.754,
  "total_charge": 2,
  "gap_ev": [13.6, 6.6],
  "elements": ["C", "O", "H", "H", "H", "H", "C", "N", "C", "H", "H", "H", "H", "H", "H", "H", "H"],
  "coordinates": [[-0.9389, -1.1657, 2.0392], [-0.0632, -0.0706, 2.1195], [-1.7843, -0.9746, 1.3396], [-0.3205, -2.0057, 1.6634], [-1.3673, -1.3520, 3.0222], [-0.0595, 0.2882, 3.0462], [1.6530, 0.2495, -1.2542], [0.3407, 0.7614, -0.6190], [-0.7980, 0.4792, -1.5723], [2.0430, 1.1394, -1.7460], [2.3989, 0.0966, -0.4788], [1.5015, -0.6461, -1.8404], [0.5491, 1.7558, -0.5656], [0.1443, 0.2414, 0.2413], [-1.7055, 0.3084, -0.9916], [-0.5804, -0.4103, -2.1564], [-1.0129, 1.3050, -2.2469]],
  "lowdin_spin": [0.17, 0.68, 0.08, 0.07, 0.00, 0.00, 0.00, 0.00, 0.00, 0.00, 0.00, 0.00, 0.00, 0.00, 0.00, 0.00, 0.00]
}

Version C
{
  "formula": "C3H12NO",
  "method": "ωB97M-V with the def2-TZVPD basis set",
  "multiplicity": 2,
  "homo_ev": [-21.415, -21.799],
  "s2": 1.699,
  "total_charge": 2,
  "gap_ev": [6.8, 9.2],
  "elements": ["C", "C", "N", "C", "H", "H", "H", "H", "H", "H", "H", "H", "H", "H", "H", "H", "O"],
  "coordinates": [[-2.3742, 0.2609, 0.7030], [-2.4381, -0.0433, -0.7531], [2.1778, -0.0473, -1.0505], [2.8742, 0.4231, 0.1278], [-3.0017, 1.0866, 1.0285], [-2.6178, -0.6955, 1.2227], [-1.2625, 0.5083, 0.9193], [-2.5311, 0.8500, -1.3847], [-1.5102, -0.7224, -0.8821], [-3.2369, -0.7050, -1.1200], [2.6669, -0.7820, -1.5180], [3.7742, 0.8967, -0.2381], [3.2637, -0.4003, 0.7182], [2.2037, 1.1154, 0.7425], [1.2194, -0.3088, -0.6633], [0.5814, -0.8330, 1.5160], [0.2113, -0.6034, 0.6318]],
  "lowdin_spin": [-0.21, -0.32, 0.75, 0.12, -0.03, -0.05, -0.09, -0.03, -0.09, -0.10, 0.02, 0.03, 0.06, 0.00, 0.02, 0.02, 0.91]
}

Least stable: version C